(1)
C32H23AsBrN4O3S5Tl | ωB97M-V/def2-TZVPD

```
70
C32H23AsBrN4O3S5Tl, DFT ωB97M-V/def2-TZVPD
Tl 0.076 -0.417 1.662
Br -7.449 -1.857 0.109
C -5.655 -1.781 0.767
C -5.074 -2.946 1.286
C -3.791 -2.904 1.753
C -3.014 -1.694 1.769
O -1.839 -1.708 2.229
C -3.662 -0.519 1.254
C -3.053 0.774 1.282
N -1.907 1.102 1.767
C -1.597 2.461 1.801
C -2.543 3.415 2.127
C -2.248 4.783 2.096
C -0.996 5.214 1.753
C 0.017 4.275 1.478
C 1.344 4.667 1.168
C 2.291 3.721 0.956
C 1.923 2.359 1.034
N 0.697 1.964 1.261
C -0.267 2.889 1.517
C -4.968 -0.600 0.740
H -5.646 -3.865 1.313
H -3.311 -3.794 2.141
H -3.665 1.563 0.829
H -3.533 3.097 2.427
H -3.020 5.504 2.342
H -0.761 6.271 1.698
H 1.587 5.724 1.132
H 3.326 3.975 0.778
H 2.655 1.587 0.837
H -5.428 0.288 0.323
S 3.767 -1.402 4.931
As 2.657 -0.164 3.643
S 0.459 -0.220 4.099
S 2.653 -0.909 1.532
S 3.406 1.831 3.733
C 4.329 2.382 -4.273
C 3.107 1.743 -3.666
C 3.179 1.097 -2.436
C 2.048 0.547 -1.851
C 0.836 0.646 -2.512
C 0.739 1.275 -3.744
C 1.878 1.818 -4.318
S -0.695 0.188 -1.704
O -1.588 -0.330 -2.716
O -1.102 1.411 -1.067
N -0.286 -0.917 -0.611
C 0.159 -2.143 -1.084
C 0.355 -2.455 -2.426
C 0.822 -3.711 -2.834
C 1.090 -4.704 -1.936
C 0.904 -4.454 -0.563
C 1.148 -5.424 0.433
C 0.969 -5.110 1.749
C 0.559 -3.808 2.082
N 0.320 -2.896 1.181
C 0.456 -3.178 -0.128
H 5.232 1.834 -4.005
H 4.439 3.407 -3.912
H 4.252 2.416 -5.361
H 4.130 1.031 -1.920
H 2.103 0.046 -0.889
H -0.229 1.324 -4.225
H 1.812 2.316 -5.279
H 0.111 -1.722 -3.177
H 0.969 -3.888 -3.894
H 1.443 -5.676 -2.262
H 1.489 -6.409 0.132
H 1.150 -5.835 2.531
H 0.444 -3.505 3.118
```

As for the total charge: -2. The calculation puts the HOMO energy at -1.5 eV.

***

(2)
C32H23BF6O | ωB97M-V/def2-TZVPD

```
63
C32H23BF6O, DFT ωB97M-V/def2-TZVPD
F 1.484 -2.598 -2.063
C 0.387 -2.846 -1.272
C 0.211 -4.186 -0.946
C -0.939 -4.569 -0.257
C -1.913 -3.617 0.048
C -1.693 -2.304 -0.336
F -2.760 -1.440 -0.215
C -0.535 -1.839 -0.968
B -0.427 -0.300 -1.414
C 0.868 0.034 -2.316
C 1.942 0.781 -1.860
F 1.891 1.262 -0.576
C 3.077 1.084 -2.612
C 3.151 0.625 -3.925
C 2.097 -0.126 -4.453
C 1.000 -0.393 -3.640
F 0.028 -1.186 -4.186
C -1.680 0.148 -2.315
C -1.928 1.504 -2.519
F -1.022 2.412 -2.013
C -2.975 1.998 -3.289
C -3.817 1.092 -3.929
C -3.568 -0.278 -3.833
C -2.486 -0.708 -3.066
F -2.164 -2.036 -3.195
H -0.446 0.373 -0.377
H 0.978 -4.897 -1.251
H -1.062 -5.606 0.047
H -2.839 -3.878 0.559
H 3.864 1.675 -2.149
H 4.013 0.850 -4.546
H 2.089 -0.508 -5.473
H -3.102 3.076 -3.378
H -4.668 1.438 -4.511
H -4.163 -1.028 -4.350
C 5.277 -0.857 3.707
O 4.913 0.191 2.789
C 3.688 0.767 2.870
C 3.465 1.858 1.996
C 2.208 2.378 1.878
C 1.062 1.766 2.489
C -0.230 2.202 2.090
C -1.485 1.665 2.517
C -2.638 2.502 2.688
C -3.905 1.953 2.853
C -4.080 0.559 2.909
C -2.946 -0.269 2.889
C -1.668 0.265 2.725
C 1.351 0.799 3.507
C 2.632 0.304 3.699
H 6.307 -1.095 3.435
H 5.228 -0.499 4.745
H 4.634 -1.739 3.581
H 4.313 2.220 1.414
H 2.057 3.284 1.295
H -0.257 3.131 1.502
H -2.484 3.587 2.702
H -4.782 2.603 2.941
H -5.083 0.129 2.988
H -3.071 -1.349 3.006
H -0.789 -0.387 2.722
H 0.554 0.478 4.179
H 2.836 -0.457 4.459
```

The value obtained for the energy relative to the best compared isomer or geometry (same formula, charge and spin) is 56.35 kcal per mole. The calculation puts the HOMO energy at -7.4 eV.

***

(3)
C32H23ClF3N2O10PSTa | ωB97M-V/def2-TZVPD

```
74
C32H23ClF3N2O10PSTa, DFT ωB97M-V/def2-TZVPD
Ta 1.084 0.979 -0.696
O 1.046 0.434 -5.454
C 1.365 0.142 -4.219
O 0.591 -0.296 -3.389
C 2.796 0.378 -3.844
C 3.886 0.522 -4.695
C 5.142 0.692 -4.123
C 5.281 0.718 -2.742
C 4.124 0.606 -1.979
N 2.938 0.435 -2.528
C 4.066 0.639 -0.461
O 5.037 0.535 0.233
O 2.828 0.760 -0.063
H 0.087 0.353 -5.605
H 3.752 0.489 -5.764
H 6.008 0.794 -4.758
H 6.237 0.829 -2.257
C -5.020 0.744 0.048
C -4.207 1.815 0.384
C -2.916 1.596 0.831
C -2.445 0.293 0.963
C -3.257 -0.783 0.607
C -4.543 -0.553 0.158
P -0.721 -0.044 1.431
C -0.816 -1.090 2.930
C -2.005 -1.498 3.521
C -1.968 -2.207 4.709
C -0.757 -2.505 5.310
C 0.431 -2.110 4.712
C 0.405 -1.410 3.521
C -0.076 1.508 2.125
C -0.360 2.069 3.365
C 0.325 3.209 3.750
C 1.279 3.768 2.912
C 1.552 3.200 1.675
C 0.876 2.063 1.272
H -6.026 0.920 -0.298
H -4.580 2.824 0.298
H -2.272 2.428 1.072
H -2.865 -1.790 0.673
H -5.171 -1.386 -0.118
H -2.954 -1.253 3.069
H -2.894 -2.521 5.166
H -0.739 -3.039 6.248
H 1.375 -2.345 5.178
H 1.325 -1.089 3.046
H -1.101 1.621 4.010
H 0.125 3.654 4.712
H 1.812 4.656 3.217
H 2.309 3.633 1.036
S 1.772 -1.695 -0.419
C 0.612 -2.947 -0.293
N 0.980 -4.021 0.452
C 0.219 -5.116 0.617
C -1.016 -5.184 0.033
C -1.450 -4.096 -0.743
C -0.651 -2.990 -0.905
H 1.904 -3.969 0.870
H 0.633 -5.918 1.210
H -1.635 -6.058 0.151
H -2.411 -4.135 -1.234
H -0.971 -2.161 -1.518
O 1.271 4.540 -2.691
Cl 1.120 3.346 -1.996
O 0.147 3.419 -0.974
O 2.356 2.955 -1.378
O 0.769 2.277 -2.876
F -2.057 2.810 -2.164
C -2.257 1.663 -2.813
F -1.684 1.763 -4.020
F -3.567 1.527 -3.008
C -1.662 0.455 -2.031
O -2.148 -0.635 -2.160
O -0.661 0.780 -1.301
```

As for the total charge: +1. The value obtained for the energy relative to the best compared isomer or geometry (same formula, charge and spin) is 142.61 kcal per mole. The calculation puts the HOMO energy at -11.0 eV.

***

(4)
C32H23CuN10S | ωB97M-V/def2-TZVPD

```
67
C32H23CuN10S, DFT ωB97M-V/def2-TZVPD
Cu 0.254 -0.836 0.217
C 1.007 4.712 -0.483
C 2.262 4.123 -0.398
C 2.406 2.834 0.094
C 1.294 2.109 0.527
C 0.038 2.710 0.441
C -0.105 3.995 -0.061
N 1.375 0.763 0.923
C 2.381 0.299 1.666
C 3.217 1.077 2.534
C 4.171 0.477 3.293
C 4.415 -0.930 3.254
C 3.678 -1.708 2.422
C 2.668 -1.111 1.629
N 1.920 -1.781 0.710
N 2.173 -2.973 0.369
C 1.273 -3.383 -0.644
C 1.551 -4.561 -1.322
C 0.724 -4.935 -2.362
C -0.361 -4.132 -2.692
C -0.579 -2.988 -1.950
N 0.214 -2.618 -0.942
H 0.897 5.716 -0.872
H 3.138 4.667 -0.727
H 3.386 2.372 0.128
H -0.835 2.147 0.754
H -1.091 4.441 -0.117
H 3.051 2.143 2.599
H 4.766 1.086 3.962
H 5.176 -1.362 3.889
H 3.831 -2.776 2.351
H 2.414 -5.140 -1.029
H 0.925 -5.843 -2.916
H -1.031 -4.390 -3.499
H -1.428 -2.347 -2.154
S -5.118 2.546 -4.132
N -5.272 1.505 -2.911
C -4.044 1.200 -2.523
C -3.705 0.307 -1.423
C -4.657 -0.343 -0.640
C -4.231 -1.148 0.392
C -2.864 -1.261 0.633
N -1.946 -0.650 -0.104
C -2.356 0.108 -1.137
C -1.307 0.727 -1.967
N -0.046 0.403 -1.664
C 0.935 0.956 -2.361
C 0.711 1.860 -3.398
C -0.585 2.182 -3.725
C -1.627 1.600 -3.002
C -3.036 1.843 -3.278
N -3.511 2.630 -4.230
H -5.708 -0.199 -0.854
H -4.934 -1.674 1.023
H -2.494 -1.852 1.460
H 1.942 0.678 -2.074
H 1.550 2.293 -3.924
H -0.816 2.877 -4.522
N -0.655 -1.593 4.568
C -1.023 -0.269 4.516
C -0.839 0.109 3.223
N -0.368 -0.957 2.487
C -0.271 -1.960 3.326
H -0.650 -2.179 5.385
H -1.360 0.271 5.384
H -0.988 1.081 2.783
H 0.091 -2.950 3.091
```

As for the total charge: +1. As for the expectation value of S²: 0.75. The calculation puts the HOMO energy (spin up / spin down) at -9.5 / -9.4 eV. As for the multiplicity: 2.